(1)
DFT (the ωB97M-V functional and the def2-TZVPD basis) results for a molecular structure, C44H48N7O6RuS2SiTe.

## Properties
2S+1   6
Net charge   0
Orbital gap (spin up / spin down)   7.310 / 6.107 eV

```
110
Properties=species:S:1:pos:R:3:forces:R:3
Ru -0.081015 -0.077254 -0.216124 -0.053 -0.190 -0.115
C -2.677551 1.619726 7.119696 -0.042 0.025 0.004
C -2.555530 0.891187 5.816323 0.017 0.009 -0.062
C -1.463912 1.132366 4.989784 -0.088 -0.078 -0.044
C -1.349889 0.502334 3.765254 0.132 0.117 0.042
C -2.340208 -0.369354 3.357121 0.237 -0.278 -0.534
C -3.430874 -0.635420 4.162557 -0.138 -0.176 -0.045
C -3.530787 -0.008007 5.393651 0.041 0.043 -0.092
S -2.126819 -1.189121 1.783147 0.327 -0.785 0.681
O -2.473377 -0.256152 0.713255 0.330 0.349 -0.342
O -2.849305 -2.431689 1.789472 -0.011 0.217 0.299
N -0.544228 -1.375375 1.568905 -1.339 1.572 -1.489
C 0.347257 -2.013836 2.344845 0.778 -0.850 1.121
C 0.055038 -2.767341 3.476315 -0.053 0.463 -0.702
C 1.073905 -3.406715 4.180593 0.557 -0.148 0.106
C 2.385187 -3.325791 3.780933 -0.252 -0.134 0.196
C 2.730600 -2.579902 2.640863 -0.354 0.189 -0.231
C 4.046393 -2.494912 2.141312 -0.038 0.244 -0.211
C 4.285536 -1.756570 1.015588 0.068 -0.236 0.226
C 3.219760 -1.090744 0.391806 -0.077 -0.052 -0.060
N 1.985078 -1.146825 0.831505 -0.058 0.461 -0.537
C 1.714674 -1.893823 1.923639 -0.060 -0.429 0.705
H -1.698495 1.898906 7.502411 0.037 -0.007 0.063
H -3.190268 1.015550 7.863203 -0.036 -0.020 0.094
H -3.249125 2.538870 6.981833 -0.044 0.022 0.029
H -0.696672 1.816538 5.315952 0.142 0.076 0.031
H -0.495616 0.671482 3.128189 0.168 0.085 -0.054
H -4.177352 -1.336604 3.822257 -0.103 -0.091 0.037
H -4.373317 -0.220902 6.034836 -0.105 -0.015 0.044
H -0.976031 -2.865996 3.778917 -0.071 -0.076 0.093
H 0.817428 -3.995477 5.048328 -0.018 -0.039 0.093
H 3.167832 -3.841746 4.314800 0.047 -0.082 0.114
H 4.843592 -3.016478 2.652663 0.057 -0.023 0.026
H 5.276532 -1.672133 0.603828 0.144 0.037 -0.100
H 3.404126 -0.501482 -0.496302 -0.028 0.066 -0.010
C -2.942800 2.365524 -1.999049 -0.014 -0.086 0.030
C -2.385131 2.589542 -0.632463 -0.907 0.507 0.044
C -3.130256 3.256980 0.327444 0.203 -0.049 -0.214
C -2.555714 3.508542 1.567715 0.086 -0.043 0.005
C -1.276468 3.088363 1.822580 0.027 -0.037 -0.155
C -0.578265 2.359396 0.836317 -0.770 1.256 0.452
N -1.151530 2.163926 -0.376684 0.448 -0.961 0.501
N 0.648299 1.852659 1.010463 0.042 -1.458 -0.077
Si 1.864375 2.598456 1.981969 1.041 0.626 0.487
C 3.532722 1.739270 1.672107 -0.713 0.269 0.002
C 1.712282 2.593336 3.895375 -0.243 -0.095 -0.793
C 1.953392 4.444328 1.460357 -0.117 -0.793 0.125
H -3.555226 3.209252 -2.309773 0.021 0.045 -0.013
H -3.571085 1.476369 -1.988437 -0.039 -0.001 -0.102
H -2.140619 2.205058 -2.714277 -0.002 0.022 -0.117
H -4.127574 3.593572 0.095612 -0.090 0.026 -0.058
H -3.111911 4.029852 2.332477 -0.078 0.074 0.069
H -0.800949 3.254937 2.772430 0.012 0.054 0.211
H 3.594799 0.810082 2.229440 -0.025 -0.175 0.152
H 4.351963 2.370482 2.001877 0.110 0.211 0.092
H 3.689441 1.511614 0.624506 0.071 0.016 -0.205
H 1.599594 1.592907 4.303924 -0.021 -0.220 0.049
H 0.891897 3.206371 4.255227 -0.170 0.117 0.071
H 2.626706 3.012409 4.305960 0.221 0.082 0.001
H 1.875366 4.552210 0.380021 0.041 -0.043 -0.135
H 2.886538 4.895312 1.784279 0.194 0.048 0.091
H 1.141219 5.018735 1.896486 -0.161 0.072 0.112
N -2.953669 -0.842372 -2.145480 0.114 0.158 0.281
C -1.958250 -0.443903 -2.942830 -1.107 -0.064 -0.356
N -2.277278 -0.350696 -4.246651 0.113 0.202 -0.055
O -0.829038 -0.103256 -2.514831 0.798 0.218 1.173
H -3.770325 -1.255929 -2.596138 0.013 -0.083 0.127
H -2.813878 -0.874558 -1.140989 -0.126 -0.091 -0.388
H -3.117728 -0.862090 -4.537837 0.057 0.082 -0.083
H -1.558738 -0.146177 -4.918493 0.044 -0.040 0.145
N 0.512317 -2.514685 -1.104458 0.290 0.770 0.397
C -0.473331 -3.040596 -1.944858 -0.659 -0.574 -0.633
C -1.647173 -3.570764 -1.403479 0.300 0.028 -0.096
C -2.714568 -3.856555 -2.236338 0.288 -0.198 0.076
C -2.589268 -3.644732 -3.593785 -0.746 0.230 -0.649
C -1.396858 -3.233317 -4.151157 0.444 -0.236 0.146
C -0.322959 -2.948520 -3.328844 -0.012 -0.050 0.351
S -4.055102 -3.385809 -4.620156 0.490 -0.568 0.307
O -4.411864 -2.033013 -4.131620 -0.569 0.046 -0.231
O -3.562296 -3.370918 -5.981917 -0.136 0.096 -0.009
O -5.022351 -4.401391 -4.284966 -0.005 0.140 0.046
H 1.417077 -2.417234 -1.550954 -0.032 -0.156 0.191
H 0.568662 -2.964396 -0.198714 0.151 -0.046 -0.135
H -1.743996 -3.688275 -0.333641 -0.022 0.029 0.171
H -3.658346 -4.190211 -1.838081 -0.167 -0.054 0.104
H -1.351724 -3.104263 -5.222154 0.066 0.038 -0.057
H 0.610029 -2.580861 -3.738761 0.065 0.052 -0.053
Te 1.201049 1.958381 -1.754110 1.628 0.509 -1.493
C 3.271424 1.498017 -2.210824 -0.256 -0.022 0.307
C 3.604323 0.300168 -2.834489 -0.230 0.019 -0.004
C 4.928052 -0.032793 -3.063422 0.025 -0.035 -0.015
C 5.932690 0.829317 -2.651827 0.069 0.024 0.011
C 5.610913 2.035129 -2.050220 0.111 0.023 -0.051
C 4.284397 2.371474 -1.835971 -0.286 0.040 0.017
C 0.963738 2.207029 -3.889551 -0.205 -0.026 0.343
C 0.777732 1.175671 -4.794370 -0.010 -0.190 0.064
C 0.739998 1.444797 -6.154099 0.066 -0.082 -0.024
C 0.895402 2.741155 -6.615017 0.004 0.095 -0.001
C 1.086940 3.774197 -5.712013 0.035 0.024 -0.133
C 1.112716 3.508092 -4.353724 0.038 -0.003 0.362
H 2.814170 -0.374501 -3.139237 -0.035 -0.087 -0.065
H 5.177709 -0.961934 -3.557569 -0.004 -0.047 -0.004
H 6.966771 0.562579 -2.804656 0.124 -0.009 -0.054
H 6.394098 2.719270 -1.755773 0.046 0.030 0.041
H 4.022982 3.315124 -1.376928 0.073 0.081 0.095
H 0.660155 0.164810 -4.431722 -0.008 -0.082 -0.002
H 0.610552 0.639165 -6.861925 -0.053 -0.108 -0.035
H 0.872589 2.946670 -7.675569 -0.001 0.001 -0.056
H 1.233566 4.783002 -6.069648 -0.048 0.090 0.009
H 1.269746 4.306209 -3.637202 -0.015 0.090 -0.083
```
Forces are in eV/Å.

Here are the Mulliken charges for atoms 1 to 6, given in e: 1.69 -1.63 0.64 -0.44 1.00 -0.29

(2)
DFT (the ωB97M-V functional and the def2-TZVPD basis) results for a molecular structure, C45H79F3N3O21Y.

## Properties
2S+1   1
Net charge   +2
Orbital gap   5.839 eV

```
152
Properties=species:S:1:pos:R:3:forces:R:3
Y -13.285049 6.641441 -13.086712 2.272 -1.763 5.798
C -12.101672 5.108171 -10.044676 -0.668 -1.130 -1.301
O -13.404215 4.930929 -9.578158 0.018 0.496 0.349
O -12.205481 5.523107 -11.350042 -0.390 1.830 -2.156
C -11.270242 5.966259 -9.079309 -0.994 -0.352 -0.568
F -11.666080 7.255101 -9.074393 0.280 -0.041 0.382
F -11.387552 5.430954 -7.854500 -0.021 0.536 -0.059
F -9.981504 5.904403 -9.416865 0.228 0.346 -0.091
C -13.802534 3.673750 -9.071994 -0.813 0.027 0.206
C -15.270155 3.813018 -8.700625 0.236 -0.381 0.467
H -15.938970 3.997689 -9.543659 0.281 0.153 -0.141
H -15.568109 2.869340 -8.241253 -0.058 0.080 0.074
H -15.387475 4.604444 -7.959956 -0.039 -0.118 0.032
H -13.216346 3.425179 -8.183249 -0.017 -0.226 -0.071
H -13.758006 2.864180 -9.814543 0.636 0.161 -0.126
H -11.527545 4.168334 -10.030012 -0.203 -0.284 0.072
O -9.164301 0.540181 -5.645392 0.325 -0.249 0.198
C -9.792993 1.524887 -5.386979 -0.465 0.532 -0.402
O -9.795491 2.187672 -4.221077 -0.260 0.163 -0.298
C -8.749873 1.931011 -3.283571 1.648 0.808 -0.330
C -8.674096 3.091167 -2.284019 -1.346 -0.271 0.524
C -10.762245 2.184966 -6.352500 -0.816 -0.136 0.760
H -7.804409 1.955863 -3.835473 -0.140 -0.371 -0.123
H -8.817209 0.939569 -2.840819 -0.426 0.109 0.121
H -9.587260 3.694744 -2.292924 -0.211 -0.326 -0.152
H -7.904935 3.846808 -2.424969 0.474 -0.527 -0.135
H -8.657874 2.646178 -1.289123 0.447 0.369 0.137
H -10.942920 1.552701 -7.213624 0.321 0.166 -0.189
H -10.519684 3.215780 -6.607854 0.372 -0.118 -0.126
H -11.713730 2.266157 -5.814697 -0.030 0.037 -0.017
O -12.636713 8.488906 -11.675144 -0.103 -0.807 -1.822
C -12.296803 9.429297 -10.972438 -0.272 0.784 0.976
O -11.086549 9.907086 -10.866861 -0.266 0.110 -0.536
C -10.073532 9.534605 -11.818299 0.994 -0.284 -0.872
C -9.182930 8.473305 -11.236879 -0.532 -0.790 0.634
C -13.256506 10.160193 -10.088088 -0.491 -0.060 0.816
H -9.499308 10.425225 -12.070330 -0.261 0.253 0.368
H -10.508189 9.182491 -12.752320 -0.406 0.055 0.150
H -8.357413 8.143321 -11.866655 0.113 0.519 -0.114
H -9.783767 7.573797 -11.080195 -0.013 0.049 0.090
H -8.825992 8.786227 -10.255381 0.251 0.001 -0.124
H -14.159300 9.589243 -9.878470 0.137 -0.283 -0.255
H -13.599941 11.116846 -10.483336 0.370 0.004 -0.337
H -12.797886 10.372228 -9.121198 0.207 0.036 -0.144
O -8.191198 -1.617593 -11.956052 -0.713 0.116 0.089
C -7.878374 -1.563041 -10.794255 1.484 -0.112 -0.760
O -8.260261 -0.618793 -9.939103 -0.743 0.151 0.542
C -9.201453 0.365215 -10.378547 1.333 0.897 -0.538
C -9.090034 1.532413 -9.409017 -0.557 -0.522 0.366
C -6.807990 -2.417942 -10.183812 -0.115 -0.791 0.700
H -10.185325 -0.069153 -10.542051 -0.082 -0.030 0.276
H -8.835504 0.775048 -11.325439 -0.316 -0.497 -0.341
H -9.991697 2.146364 -9.498058 0.076 0.151 0.114
H -8.204771 2.138656 -9.581077 -0.007 -0.039 -0.218
H -8.981806 1.164426 -8.388237 -0.236 0.044 0.038
H -6.612592 -3.320779 -10.756450 -0.084 0.216 -0.316
H -7.094643 -2.751927 -9.184512 -0.036 0.205 0.034
H -5.879446 -1.861313 -10.064973 -0.082 0.175 -0.120
O -10.832910 6.867017 -13.574119 -1.883 -0.578 -0.214
C -9.698388 6.759372 -14.037969 1.203 0.434 -0.301
O -8.818463 5.868881 -13.668022 -0.846 0.441 -0.130
C -9.236575 4.836139 -12.756529 -0.505 -1.006 0.525
C -8.113634 3.838701 -12.644834 0.615 -0.102 -0.403
C -9.125435 7.719975 -15.026622 0.022 0.738 0.038
H -10.171557 4.390534 -13.114245 0.212 -0.025 -0.292
H -9.530808 5.237241 -11.783047 0.409 0.427 -0.160
H -8.302847 3.165028 -11.810821 0.144 0.059 0.040
H -7.146520 4.335775 -12.540315 -0.178 0.184 0.621
H -7.924230 3.243095 -13.540752 -0.641 -0.049 -0.081
H -9.243794 7.380608 -16.055727 0.173 -0.272 0.074
H -8.077169 7.890781 -14.788912 0.084 -0.264 -0.280
H -9.612107 8.694274 -14.974162 -0.236 -0.144 0.127
O -7.370992 10.866437 -7.470293 -0.328 0.224 -0.439
C -8.282703 10.082119 -7.557412 1.947 0.235 0.851
O -9.542452 10.416969 -7.811143 -0.246 -0.068 -0.190
C -9.856391 11.771285 -8.243690 -0.221 -0.476 -0.284
C -10.983074 12.223244 -7.339825 -0.580 0.118 -0.486
C -8.096943 8.623750 -7.249091 -0.905 -0.056 -0.114
H -10.125283 11.558697 -9.280902 -0.527 0.653 0.046
H -9.022505 12.468754 -8.291596 0.312 -0.404 0.555
H -11.864542 11.602186 -7.523278 0.058 -0.137 0.210
H -11.326280 13.241667 -7.528030 0.332 0.075 -0.074
H -10.714496 12.138564 -6.289039 0.150 0.011 -0.028
H -8.710285 8.052140 -7.948932 -0.040 -0.260 0.297
H -8.461747 8.492832 -6.227632 -0.185 -0.286 -0.096
H -7.073171 8.269186 -7.270114 0.175 0.493 -0.208
C -13.104083 -0.329079 -8.420221 0.157 0.754 1.315
C -12.675536 -0.749692 -7.003766 0.598 -0.932 -0.430
C -13.775363 -0.558578 -5.952856 0.248 0.277 -0.645
C -14.367684 0.780761 -6.009036 0.359 -0.157 0.365
N -14.774314 1.852635 -6.039361 -0.233 0.217 -0.174
H -12.304060 -0.385273 -9.153483 -0.095 -0.559 -0.089
H -13.337458 0.739433 -8.348703 -0.278 0.000 -0.222
H -14.013035 -0.882468 -8.653098 0.119 0.008 -0.558
H -11.712056 -0.345914 -6.694277 -0.217 0.514 -0.005
H -12.454919 -1.821558 -6.981398 -0.165 -0.043 -0.175
H -13.331088 -0.722328 -4.972851 -0.412 -0.123 0.156
H -14.564572 -1.271647 -6.195088 -0.064 -0.075 0.461
C -18.292929 5.613340 -9.705542 0.560 0.247 0.597
C -17.519909 6.576804 -8.740159 -0.670 -2.130 -0.404
C -16.804424 7.676502 -9.485532 -0.091 1.374 0.121
C -15.817863 7.320083 -10.491002 -0.095 -0.850 0.187
N -15.044159 7.016355 -11.279016 0.407 0.295 -1.013
H -18.187177 4.594013 -9.332209 -0.121 -0.018 0.035
H -17.839113 5.617105 -10.697127 -0.340 0.075 -0.132
H -19.354299 5.846424 -9.708870 0.007 0.076 -0.426
H -16.865555 5.916617 -8.171004 0.348 0.600 0.011
H -18.263380 6.923540 -8.026920 0.312 0.688 0.008
H -16.276506 8.380429 -8.831622 -0.129 -0.129 0.197
H -17.530469 8.290619 -10.032790 -0.059 -0.024 0.064
C -14.300484 7.114912 -6.785668 1.179 0.624 -0.824
C -13.702294 8.092907 -5.754949 -1.252 -0.773 0.281
C -12.271182 8.538249 -5.960280 0.398 0.373 -0.653
C -11.253295 7.574579 -5.545957 -0.194 0.012 0.409
N -10.475775 6.847457 -5.116602 0.119 -0.101 -0.275
H -13.724448 6.197600 -6.913590 -0.248 -0.329 0.702
H -14.167107 7.517701 -7.801084 -0.386 0.372 0.006
H -15.355402 6.950612 -6.585483 0.044 -0.288 0.066
H -13.843681 7.614630 -4.783582 0.292 0.155 0.135
H -14.364702 8.960229 -5.726040 0.225 0.192 -0.046
H -12.058350 9.483647 -5.456690 -0.065 -0.142 0.279
H -12.081675 8.773008 -7.012694 -0.046 -0.114 -0.085
C -17.092176 2.455736 -11.825713 0.717 -0.770 -0.121
C -15.796370 1.651584 -11.957652 -0.726 -1.594 1.034
O -14.948000 2.544597 -12.652773 1.112 0.520 -0.349
C -15.393207 3.786870 -12.536539 -1.383 -2.163 -0.124
O -14.833015 4.750239 -12.996941 1.159 1.634 -0.538
O -16.599102 3.787891 -11.994320 0.003 1.490 -0.186
H -17.627462 2.406183 -10.884513 0.088 -0.108 0.037
H -17.713575 2.146545 -12.665968 -0.362 0.621 0.076
H -15.982941 0.711481 -12.478575 0.213 0.427 -0.753
H -15.317720 1.267762 -11.052183 0.050 0.840 0.295
C -17.961017 2.989328 -6.303562 -0.276 0.897 0.229
C -18.272940 2.113274 -5.081570 -0.108 0.008 -1.639
O -17.423287 2.676526 -4.109670 0.377 -0.878 0.917
C -17.047724 3.901118 -4.457264 0.432 0.937 -1.082
O -16.314397 4.635580 -3.884106 -0.168 -0.166 0.538
O -17.583525 4.231266 -5.676418 -0.452 -0.093 -0.028
H -18.804245 3.112931 -6.983036 -0.110 0.247 0.211
H -17.070276 2.771390 -6.888154 -0.135 -1.030 0.165
H -18.073640 1.085194 -5.385892 0.488 -0.126 0.821
H -19.302135 2.159538 -4.727404 -0.057 0.247 -0.168
C -7.936207 4.778962 -5.651968 0.392 1.029 -0.304
C -8.009059 5.263507 -7.086540 -0.811 -0.054 0.279
O -7.735804 4.089340 -7.833077 0.308 -0.038 -0.277
C -7.128841 3.166421 -7.023644 -0.903 -0.096 -0.375
O -6.773261 2.105814 -7.417591 0.463 0.260 0.318
O -7.136769 3.612241 -5.753566 0.311 -0.565 0.295
H -8.937620 4.577630 -5.274671 0.234 -0.239 0.345
H -7.414668 5.547734 -5.083530 -0.167 -0.372 0.538
H -7.309998 6.064652 -7.317194 0.108 -0.185 -0.145
H -9.036698 5.572530 -7.254156 0.187 0.219 -0.384
```
Forces are in eV/Å.

Here are the Mulliken charges for atoms 1 to 6, given in e: 2.00 -0.47 1.13 -0.47 0.34 0.11

| no. | DFT total energy (a.u.) | largest force on an atom (eV/A) |
| --- | --- | --- |
| 1 | -3989.0323 | 2.546 |
| 2 | -3843.9433 | 6.472 |